{
  "formula": "C6H6N3O4PdS3Sb",
  "method": "ωB97M-V/def2-TZVPD",
  "species": ["Pd", "S", "Sb", "S", "S", "O", "N", "O", "O", "N", "C", "O", "C", "C", "C", "C", "N", "C", "H", "H", "H", "H", "H", "H"],
  "xyz": [[-0.0427, 0.0801, 0.3383], [-1.1005, -0.7869, 4.7971], [-2.1840, -0.4816, 2.7132], [-0.8043, 1.4520, 2.0638], [-0.5368, -1.8723, 1.5095], [-2.5574, 0.4876, -2.4637], [-1.7409, 0.3622, -1.6276], [-0.5004, 0.4632, -1.8233], [-2.0576, 0.1014, -0.3900], [4.1303, 3.2250, -1.5342], [4.6502, 2.7506, -0.3811], [5.7152, 3.1014, 0.0692], [3.8342, 1.7292, 0.3908], [4.4044, 1.2311, 1.5591], [3.7206, 0.3003, 2.3234], [2.4743, -0.1161, 1.9042], [1.9432, 0.3502, 0.7673], [2.5933, 1.2552, 0.0223], [4.6704, 3.9034, -2.0469], [3.2774, 2.8931, -1.9425], [5.3861, 1.5881, 1.8420], [4.1432, -0.1008, 3.2329], [1.8877, -0.8277, 2.4667], [2.0854, 1.5675, -0.8822]],
  "forces_ev_per_angstrom": [[-1.26, 0.20, -0.43], [-0.13, -0.01, 0.06], [-0.36, -0.19, 0.59], [0.66, -1.10, -0.51], [0.37, 1.35, -0.10], [-0.30, -0.02, 0.01], [0.05, 0.02, -0.15], [0.72, 0.21, -0.30], [1.09, -0.24, 0.64], [-0.03, -0.03, 0.05], [-0.06, 0.02, -0.09], [0.02, 0.02, 0.03], [0.13, -0.08, -0.04], [-0.01, -0.06, 0.07], [0.06, 0.01, -0.14], [0.17, -0.01, 0.10], [-1.04, -0.19, 0.36], [0.00, -0.02, -0.13], [0.01, -0.02, 0.01], [0.02, 0.03, -0.03], [-0.01, 0.05, -0.01], [-0.02, 0.00, 0.01], [-0.04, 0.02, -0.03], [-0.03, 0.04, 0.02]],
  "s2": 0.75,
  "e_above_lowest_kcal_mol": 38.2,
  "orbital_gap_ev": [6.0, 5.8],
  "multiplicity": 2,
  "e_lumo_ev": [-7.10, -7.09],
  "total_charge": 1,
  "energy_ha": -2259.76099
}